# C8H15N3

An isolated ion of composition C8H15N3 and charge +2 (ωB97M-V/def2-TZVPD, the Open Molecules 2025 dataset).

Summary:
- highest occupied orbital energy (eV) = -16.203
- max |F| (hartree/bohr) = 0.1214
- HOMO-LUMO gap (eV) = 8.956
- net charge = +2

CARTESIAN COORDINATES (ANGSTROEM)
C: 0.1621 -1.9651 1.7777
C: 1.5351 -0.4203 -1.1978
C: -1.7360 0.8330 0.4600
C: -0.9223 -1.4399 -0.6728
C: 1.5101 1.1707 -0.9357
C: -0.5859 1.8935 0.2862
C: 0.5429 -1.1330 -0.3886
C: -1.2657 -0.6454 0.5959
N: 1.0511 -1.7742 0.7403
N: -0.8687 -1.1695 1.7809
N: 0.1361 1.7462 -0.9875
H: 0.3539 -2.7035 2.6248
H: 1.3849 -0.6722 -2.3132
H: 2.5625 -0.6368 -1.0664
H: -2.1687 1.2282 1.3518
H: -2.3997 0.9162 -0.3186
H: -1.3324 -1.0549 -1.5345
H: -1.0982 -2.5825 -0.6820
H: 1.9011 1.3297 0.0822
H: 2.1026 1.6469 -1.6460
H: -1.0529 2.8740 0.3566
H: 0.0096 1.5928 1.1724
H: 1.9882 -1.8156 0.8483
H: -1.5600 -1.1644 2.6346
H: 0.2458 2.6988 -1.3346
H: -0.4951 1.2472 -1.6343

***

# C8H15N3O5

A 2-piece molecular cluster, C8H15N3O5 overall (ωB97M-V/def2-TZVPD, the Open Molecules 2025 dataset).

Summary:
- highest occupied orbital energy (eV) = -9.328
- max |F| (hartree/bohr) = 0.1450
- HOMO-LUMO gap (eV) = 7.869

CARTESIAN COORDINATES (ANGSTROEM)
C: 2.9596 -0.0953 -0.5108
C: 1.3691 -0.3782 -0.7388
C: 3.6839 -1.1573 0.1794
C: -0.7495 1.0435 -0.6940
C: -1.1919 2.2759 0.1505
C: -1.5941 0.0824 -0.0514
C: -3.0868 -0.0127 -0.5497
C: -3.6524 -0.9722 0.4141
H: 3.9310 0.9650 1.0691
H: 3.9580 1.8954 -0.6744
H: 3.4459 0.1482 -1.5182
H: 3.5600 -2.2303 -0.2386
H: 4.7644 -1.0687 0.1851
H: 4.6073 -2.0019 1.8157
H: 1.3565 1.2640 0.0210
H: -1.2952 1.2530 -1.6493
H: -1.3848 0.2001 1.1019
H: -0.9898 -0.9088 -0.1664
H: -3.7611 0.9432 -0.6877
H: -3.2168 -0.5871 -1.5097
H: -5.0649 -2.3148 0.8624
H: -5.5854 -1.4269 -0.7254
H: -0.0219 1.6726 1.6591
N: 3.4081 1.1376 0.1262
N: 0.7025 0.6748 -0.4561
N: -4.7153 -1.9393 -0.2562
O: 1.1072 -1.4041 -1.4513
O: 3.2000 -1.3112 1.5526
O: -1.8933 3.1610 -0.2653
O: -3.1285 -1.3111 1.5227
O: -0.7221 2.4032 1.4834

***

# C8H15N4

An isolated ion of composition C8H15N4 and charge +1 (ωB97M-V/def2-TZVPD, the Open Molecules 2025 dataset).

Summary:
- SMILES = N[C@@H]1C=NC=N[C@@]1([NH3+])C1CCC1
- highest occupied orbital energy (eV) = -13.488
- max |F| (hartree/bohr) = 0.1162
- HOMO-LUMO gap (eV) = 9.668
- net charge = +1

CARTESIAN COORDINATES (ANGSTROEM)
C: -2.6683 0.9123 0.3761
C: -1.3690 2.0065 -1.1631
C: 2.8883 0.7262 0.4688
C: 1.4575 0.8188 1.1536
C: 2.2411 -0.0444 -0.6929
C: -1.5083 0.0112 0.7570
C: 0.9558 -0.2905 0.1959
C: -0.4337 -0.1369 -0.4202
N: -2.6256 1.7955 -0.5527
N: -0.3724 1.2534 -1.2283
N: -0.8564 -1.2779 -1.3601
N: -1.8822 -1.3005 1.0554
H: -3.6309 0.6648 0.9473
H: -1.0412 2.8546 -1.7863
H: 3.5768 1.6124 0.3975
H: 3.3183 -0.0773 1.1067
H: 1.4456 0.7954 2.2274
H: 1.0457 1.7491 0.7760
H: 2.1275 0.3430 -1.6770
H: 2.6472 -1.0433 -0.8450
H: -0.9625 0.5325 1.5763
H: 1.1643 -1.3587 0.6366
H: -1.2271 -1.9532 -0.6660
H: -1.4870 -0.9225 -1.9720
H: -1.2786 -1.7921 1.5940
H: -0.0004 -1.4920 -1.9016
H: -2.8902 -1.3901 1.4663

***

# C8H15NO2

A 3-piece molecular cluster, C8H15NO2 overall (ωB97M-V/def2-TZVPD, the Open Molecules 2025 dataset).

Summary:
- SMILES = CC(C)=O.CC(C)=O.CC#N
- highest occupied orbital energy (eV) = -9.686
- max |F| (hartree/bohr) = 0.0455
- HOMO-LUMO gap (eV) = 10.114

CARTESIAN COORDINATES (ANGSTROEM)
C: 0.6915 -21.8673 5.1203
C: 1.6409 -20.9659 5.7261
O: 2.6841 -20.7891 5.1156
C: 1.2166 -20.1089 6.8423
H: 0.8941 -21.7499 4.0557
H: -0.3276 -21.5523 5.3447
H: 0.7451 -22.8890 5.4963
H: 1.6001 -19.1085 6.6419
H: 1.7443 -20.5787 7.6723
H: 0.1639 -20.1494 7.1221
C: 6.1084 -23.9693 0.1288
C: 5.5366 -25.2911 -0.2776
O: 5.9162 -25.9057 -1.2260
C: 4.3662 -25.8066 0.5223
H: 7.1896 -23.8903 0.2424
H: 5.7419 -23.3425 0.9417
H: 5.6815 -23.2697 -0.5898
H: 3.4192 -25.3917 0.1772
H: 4.5834 -25.8503 1.5895
H: 4.1605 -26.8444 0.2601
C: 6.9938 -24.5663 6.0816
C: 5.7195 -25.0339 6.6945
N: 4.7232 -25.3214 7.1936
H: 6.8943 -23.5597 5.6756
H: 7.4180 -25.4025 5.5257
H: 7.6349 -24.2728 6.9129